75
Properties=species:S:1:pos:R:3:forces:R:3 method="wB97M-V/def2-TZVPD" total_charge=+1 e_homo_ev="-10.69 / -10.73" s2=0.880 relative_energy_kj_mol=0.0 multiplicity=2 orbital_gap_ev="7.9 / 6.2"
Fe -0.0526 0.3752 -0.7167 0.8010 0.7173 -0.4533
C 1.6482 1.2534 -4.6115 0.0097 -0.0915 0.0352
C 1.4598 0.3737 -3.5415 0.1372 0.0572 -0.0090
N 0.7392 0.9444 -2.5778 -0.4049 -0.1528 -0.0144
N 0.4657 2.1947 -3.0076 0.0027 -0.0214 -0.1134
C 0.9950 2.4036 -4.2226 0.0284 0.0047 0.0719
B -0.3073 3.1697 -2.1184 -0.0518 0.3419 -0.1948
N 0.4150 3.2755 -0.7766 0.2468 0.0583 -0.0032
C 0.8132 4.3707 -0.1126 -0.0225 -0.0284 -0.0172
C 1.4220 3.9690 1.0578 0.0279 -0.1049 0.0832
C 1.3474 2.5738 1.0221 0.1135 0.0651 -0.0669
N 0.7433 2.1603 -0.0925 -0.0615 -0.0754 0.2227
N -1.6836 2.5683 -1.8293 -0.2368 -0.0071 -0.0633
C -2.9099 3.0190 -2.1273 0.0075 -0.0928 0.0154
C -3.8323 2.1168 -1.6308 -0.0078 -0.0289 0.0132
C -3.0536 1.1238 -1.0329 -0.1343 0.0211 0.2404
N -1.7595 1.4038 -1.1604 0.1743 -0.0277 0.0919
H 2.1793 1.0748 -5.5315 -0.0089 0.0077 0.0825
H 1.8392 -0.6258 -3.4258 0.0773 0.2214 -0.0642
H 0.8812 3.3574 -4.7166 -0.0040 -0.1006 0.0780
H -0.4051 4.2504 -2.6440 -0.0110 -0.1922 0.0791
H 0.6327 5.3568 -0.5156 0.0296 -0.1445 0.0079
H 1.8538 4.5912 1.8246 -0.0207 -0.0745 -0.0650
H 1.7152 1.8646 1.7410 -0.0366 0.0272 0.0233
H -3.0419 3.9423 -2.6711 0.0421 -0.0807 0.0680
H -4.9067 2.1738 -1.6875 0.0748 -0.0063 0.0207
H -3.3635 0.2477 -0.4856 0.0184 0.0466 -0.0199
C 0.8281 1.8452 7.5820 -0.0426 -0.0316 -0.0916
C 0.4676 1.3937 6.1914 0.0261 0.0490 0.0579
C 1.4139 0.8259 5.3497 0.0385 -0.0772 0.0063
C 1.0988 0.3973 4.0639 0.0166 0.0914 0.1564
C 2.1789 -0.2763 3.2599 -0.1482 0.0388 0.1053
C -0.2216 0.5642 3.6137 0.0844 0.2894 -0.0874
Te -0.8774 -0.0630 1.7418 -0.8084 -0.6015 0.0007
C -1.2069 1.1515 4.4401 -0.0258 -0.0033 0.0588
C -2.6519 1.3656 4.0311 0.2593 -0.0610 0.0835
C -0.8314 1.5454 5.7156 -0.0605 0.0548 0.0258
H 1.8853 1.6891 7.7914 -0.0236 -0.0018 -0.0102
H 0.2466 1.2984 8.3267 0.0160 0.0018 -0.0163
H 0.6050 2.9053 7.7127 0.0086 -0.0130 -0.0070
H 2.4306 0.6942 5.7080 -0.0636 0.0256 -0.0216
H 3.1585 -0.0780 3.6930 -0.0170 0.0201 0.0006
H 2.1877 0.0459 2.2194 -0.0153 -0.0263 0.0218
H 2.0265 -1.3572 3.2584 0.0157 0.0155 -0.0054
H -2.7529 1.6751 2.9943 -0.0097 0.0643 -0.0301
H -3.1053 2.1352 4.6547 0.0271 -0.0500 0.0222
H -3.2269 0.4449 4.1559 0.0162 0.0062 -0.0273
H -1.5814 1.9960 6.3596 0.0653 -0.0128 -0.0329
C 3.4439 -2.6916 -0.2660 0.2368 -0.0026 -0.1833
S 1.9534 -1.9964 0.3858 -0.2109 0.5637 0.0198
C 0.8978 -3.4017 0.1358 -0.1978 -0.2202 -0.0577
O 1.5868 -0.9273 -0.6378 0.0588 -0.0454 0.0370
H 3.2783 -2.9346 -1.3171 0.0537 -0.0366 0.0625
H 3.6995 -3.5801 0.3127 0.0065 0.0342 -0.0356
H 4.2261 -1.9402 -0.1683 -0.0053 -0.0531 -0.0151
H 1.1268 -4.1260 0.9214 -0.0167 0.0496 -0.0654
H 1.0525 -3.8324 -0.8516 -0.0515 -0.0237 0.0040
H -0.1283 -3.0519 0.2443 0.0210 -0.0456 0.0180
C -3.2103 -2.0129 -2.4514 0.0021 -0.1900 0.0076
C -1.7326 -2.0312 -2.1765 -0.1402 -0.1540 -0.0456
O -1.2660 -1.3122 -1.2974 0.3097 0.0182 -0.3524
C -0.9047 -2.9689 -2.9870 -0.1930 0.1346 0.1601
C 0.4539 -2.7344 -3.1499 0.1223 -0.1012 -0.0014
C 1.2260 -3.5970 -3.9120 -0.0468 0.0069 0.0110
C 0.6393 -4.7083 -4.5083 0.0565 0.0335 0.0307
C -0.7160 -4.9553 -4.3383 -0.0102 -0.0041 0.0136
C -1.4883 -4.0848 -3.5860 -0.0624 -0.0613 -0.0416
H -3.6543 -1.1138 -2.0483 -0.0289 0.0653 0.0190
H -3.6783 -2.8788 -1.9707 0.0251 0.0449 -0.0396
H -3.4070 -2.0800 -3.5214 -0.0009 -0.0027 0.0536
H 0.8874 -1.8686 -2.6771 -0.0913 -0.1884 0.1785
H 2.2841 -3.4045 -4.0474 -0.0327 0.0075 -0.0280
H 1.2392 -5.3817 -5.1076 -0.0122 0.0185 0.0180
H -1.1722 -5.8219 -4.7983 0.0097 0.0118 0.0200
H -2.5432 -4.2912 -3.4543 0.0492 0.0229 -0.0461

---

58
Properties=species:S:1:pos:R:3:forces:R:3 method="wB97M-V/def2-TZVPD" total_charge=0 e_homo_ev="-7.29 / -7.05" s2=16.063 multiplicity=8 orbital_gap_ev="7.0 / 6.6"
C -0.6049 0.8031 -4.6128 0.1343 0.3539 0.1541
C -0.6438 0.3590 -3.2809 0.1192 0.0819 -0.2405
N 0.1653 0.8745 -2.3221 0.0365 0.2158 -0.5929
C 0.9788 1.8968 -2.6808 -0.1472 0.2594 -0.4487
C 0.9485 2.4793 -3.9545 0.0724 -0.2595 0.0292
C 0.1805 1.8992 -4.9598 -0.1658 -0.1624 0.3308
C -1.6099 -0.7537 -2.9847 0.2330 -0.2398 0.2153
P -2.2218 -0.8919 -1.2258 -0.6371 -0.2059 -1.9904
Gd 0.2908 -0.1912 0.1699 -0.5416 -0.7691 -0.1100
P 2.5517 1.3295 -0.3781 0.3837 1.2926 -0.2596
C 1.9711 2.4948 -1.7046 -0.2290 -0.0672 -0.0581
O -0.5579 -3.2561 -3.7539 0.8612 -0.7317 -0.0564
O 0.6310 -3.6573 -1.3868 -0.1472 0.2253 0.7097
H -1.2330 0.2947 -5.3420 0.1475 0.1777 0.1281
H 1.5621 3.3661 -4.1324 -0.1676 -0.3910 -0.0473
H 0.1845 2.2972 -5.9786 -0.0077 -0.1570 0.3794
C -3.7453 0.1057 -1.4871 0.0323 0.3213 1.0271
C -3.0087 -2.5453 -1.3740 0.1789 -0.0956 0.4622
H 2.8432 2.8301 -2.2871 -0.2670 0.0409 0.2511
H 1.5270 3.3860 -1.2300 0.0916 -0.3342 -0.1218
H -1.1483 -1.7527 -3.2640 -0.4418 1.1396 0.2653
H -2.4792 -0.6027 -3.6489 0.2251 -0.2476 0.2776
C 2.8609 2.5446 0.9510 0.2174 -0.0381 0.2937
C 4.2305 1.0257 -0.9906 0.2280 -0.5596 0.1068
H 1.0378 -2.8107 -1.0030 0.0710 -0.3092 -0.3209
H 0.1892 -4.0870 -0.6355 0.2695 0.1408 -0.3201
H -0.0826 -3.5075 -2.9066 -0.2262 0.1860 -0.5780
H 0.1412 -3.0712 -4.4022 -0.2642 -0.2230 0.3305
H -0.6337 1.1246 1.0412 -0.9916 2.0668 0.8316
H 1.5911 -1.4275 -0.6334 1.2339 -1.1801 -0.8552
H -4.4627 -0.4108 -2.1360 0.2996 0.1189 0.0594
H -4.1961 0.2502 -0.4935 -0.1261 0.2123 -0.4020
H -3.4627 1.0751 -1.9109 -0.1823 -0.0996 0.1589
H -3.7932 -2.5362 -2.1396 0.2526 -0.0048 0.0972
H -2.2583 -3.3073 -1.6185 -0.2384 0.1383 0.1703
H -3.4658 -2.7492 -0.3972 0.0629 -0.2463 -0.2369
H 4.8232 1.9435 -0.9966 -0.1289 -0.0234 -0.0952
H 4.7104 0.3056 -0.3222 0.0432 0.0012 -0.1691
H 4.1730 0.5947 -1.9930 0.0969 -0.0255 0.1137
H 3.9018 2.8956 0.9073 -0.3682 0.1332 0.0464
H 2.1504 3.3743 0.8421 0.2793 -0.1844 0.2359
H 2.6922 2.0620 1.9174 0.0644 0.2844 -0.1361
O 1.5078 2.1751 4.0379 0.2324 -1.2199 0.0684
S 1.6060 0.7395 4.2221 -1.0049 -0.3000 -0.8525
O 2.8101 0.1645 4.7706 -0.5621 0.3830 -0.6237
N 1.1158 -0.0868 2.7487 0.3174 -0.7221 0.8281
C 0.1261 -0.9345 3.0116 0.7869 0.6631 -1.0784
S -0.5297 -2.0699 1.9065 0.0693 -0.2460 0.2992
C -0.5221 -0.7613 4.2962 -0.6867 0.6506 0.7989
C -1.7981 -1.2034 4.6559 0.2430 -0.0096 0.1655
C -2.2907 -0.8377 5.9127 0.2776 0.2053 0.2166
C -1.5073 -0.0473 6.7943 0.0056 -0.3919 -0.7444
C -0.2669 0.4554 6.3567 -0.2739 -0.3754 0.1639
C 0.1853 0.1262 5.0883 -0.6482 -0.2426 0.8552
H -2.3715 -1.7965 3.9264 0.3032 0.2717 0.6023
H -3.2932 -1.1784 6.2015 0.5156 0.2088 0.0081
H -1.8673 0.1602 7.8092 0.1664 0.0129 -0.5308
H 0.3677 1.0413 6.9999 -0.0982 0.2766 0.1885

---

57
Properties=species:S:1:pos:R:3:forces:R:3 method="wB97M-V/def2-TZVPD" total_charge=+1 e_homo_ev="-11.37 / -11.35" s2=0.754 relative_energy_kj_mol=21.5 multiplicity=2 orbital_gap_ev="8.1 / 6.9"
Au 0.4009 -0.9619 -0.7056 0.1855 -0.0425 -0.4389
C -3.4060 -0.1317 -1.4931 -0.0005 -0.0425 -0.0076
C -2.6415 0.5852 -0.4315 0.0514 0.0137 -0.0529
C -3.0149 1.6951 0.3296 -0.0449 -0.0341 0.0361
C -1.9797 1.9021 1.2243 0.0070 0.0235 0.0125
C -1.8722 2.9356 2.2945 -0.0011 -0.0125 -0.0061
N -1.0337 0.9728 0.9875 -0.0607 -0.1008 0.0028
N -1.4486 0.1629 -0.0315 0.0788 0.1043 0.0854
B 0.2402 0.6477 1.8365 0.0096 0.0787 -0.0634
N 1.5720 1.0197 1.1287 0.0723 -0.0688 0.0883
N 2.1038 0.2437 0.1390 -0.2028 0.1350 0.0279
C 3.2844 0.7443 -0.1945 -0.0090 -0.0044 -0.0395
C 4.1207 0.1157 -1.2554 -0.0088 -0.0101 0.0062
C 3.5471 1.8608 0.6078 -0.0155 -0.0183 0.0132
C 2.4474 1.9996 1.4335 0.0591 0.0287 -0.0153
C 2.2107 3.0184 2.4969 -0.0040 -0.0206 0.0002
N 0.2468 -0.8727 2.1443 -0.0558 -0.0571 0.0709
N 0.3232 -1.7972 1.1526 -0.0894 0.2106 0.1648
C 0.2741 -3.0125 1.6859 0.0194 -0.0760 -0.0735
C 0.3427 -4.2417 0.8468 -0.0089 0.0178 0.0230
C 0.1647 -2.8755 3.0706 0.0113 0.0069 -0.0083
C 0.1490 -1.5139 3.3225 0.0164 -0.0315 -0.0021
C 0.0495 -0.8039 4.6293 0.0005 -0.0018 -0.0132
H -4.2942 0.4307 -1.7724 0.0025 0.0084 -0.0105
H -3.7243 -1.1120 -1.1352 -0.0186 0.0117 -0.0025
H -2.8033 -0.2887 -2.3888 0.0146 0.0041 -0.0085
H -3.9327 2.2546 0.2646 0.0024 0.0029 -0.0064
H -2.7418 3.5877 2.2551 0.0004 0.0010 0.0029
H -0.9803 3.5487 2.1713 0.0023 0.0041 -0.0034
H -1.8287 2.4801 3.2838 0.0001 0.0018 0.0001
H 0.1658 1.2554 2.8582 0.0159 -0.0039 -0.0063
H 3.5333 -0.6077 -1.8191 -0.0024 -0.0049 -0.0123
H 4.9761 -0.3997 -0.8172 0.0022 0.0070 -0.0046
H 4.5010 0.8673 -1.9456 0.0032 0.0055 -0.0046
H 4.4290 2.4785 0.5988 -0.0030 0.0024 -0.0005
H 3.0588 3.6981 2.5376 -0.0025 0.0041 0.0062
H 2.0953 2.5539 3.4763 0.0003 -0.0007 -0.0027
H 1.3142 3.6051 2.2991 -0.0023 0.0031 -0.0046
H 0.3940 -3.9811 -0.2106 0.0033 -0.0038 -0.0045
H -0.5352 -4.8669 1.0063 -0.0016 -0.0003 -0.0048
H 1.2235 -4.8317 1.0985 0.0034 0.0016 -0.0053
H 0.1098 -3.6675 3.7973 -0.0014 0.0001 0.0036
H 0.0148 -1.5324 5.4360 -0.0011 0.0001 -0.0013
H -0.8514 -0.1923 4.6787 -0.0005 0.0010 -0.0026
H 0.9070 -0.1511 4.7898 0.0020 -0.0012 0.0014
O 0.7093 -0.1164 -2.6196 0.1227 -0.2035 0.2652
N -0.1377 -0.3692 -3.6159 -0.1343 0.0632 -0.0038
C -0.2151 -1.6003 -4.1479 -0.0363 0.0179 0.0044
C -1.0482 -1.8365 -5.2185 0.0216 -0.0073 0.0325
C -1.7950 -0.7929 -5.7449 -0.0327 -0.0232 -0.0447
C -1.6891 0.4671 -5.1796 0.0210 0.0376 0.0566
C -0.8501 0.6595 -4.1025 -0.0137 -0.0261 -0.0634
H 0.4145 -2.3422 -3.6801 0.0070 -0.0017 -0.0019
H -1.0979 -2.8318 -5.6349 0.0018 -0.0031 0.0070
H -2.4506 -0.9611 -6.5878 0.0048 -0.0004 -0.0001
H -2.2525 1.3058 -5.5612 0.0038 0.0049 0.0074
H -0.6988 1.5966 -3.5884 0.0054 -0.0005 0.0011

---

33
Properties=species:S:1:pos:R:3:forces:R:3 method="wB97M-V/def2-TZVPD" total_charge=0 smiles=O.O.O.O.O.O.O.O.O.O.O e_homo_ev=-10.90 relative_energy_kj_mol=255.0 orbital_gap_ev=10.6
O 0.3450 3.2148 -4.3399 0.0683 0.2247 0.0440
H 0.4083 2.3721 -3.8903 0.1201 -0.2624 0.1449
H -0.4929 3.1783 -4.8012 -0.1841 0.0207 -0.1576
O 6.2381 0.5141 0.9236 0.1362 0.1873 -0.2425
H 6.1043 1.0349 1.7154 -0.0002 0.1122 0.2290
H 5.5547 -0.1552 0.9582 -0.1916 -0.2651 0.0199
O 0.0016 5.0248 0.7803 0.0418 -0.1162 0.2209
H -0.3304 4.5459 0.0209 -0.0322 -0.1443 -0.2177
H -0.1023 5.9472 0.5466 0.0052 0.2490 -0.0296
O -0.4916 -4.5133 0.7423 0.1503 -0.0010 -0.2055
H -0.3362 -4.9801 1.5634 0.0591 -0.1515 0.1853
H -1.2775 -3.9925 0.9074 -0.2531 0.2381 0.0728
O 3.8916 -2.3137 2.9807 0.1628 0.1185 -0.1784
H 3.9352 -2.3367 3.9366 0.0613 0.0258 0.2473
H 3.0618 -2.7409 2.7680 -0.2131 -0.1070 -0.1095
O -2.7702 -2.8087 -3.3299 -0.0347 -0.1526 -0.2035
H -2.7299 -3.0445 -2.4030 0.0471 -0.0848 0.2290
H -2.8860 -1.8585 -3.3310 -0.0196 0.2527 -0.0057
O -3.7525 -2.6968 1.6551 0.3021 0.0483 -0.1528
H -4.1291 -3.5692 1.5392 -0.1348 -0.2464 -0.0541
H -4.2930 -2.2902 2.3325 -0.1329 0.1345 0.1827
O -1.6969 0.8861 2.8576 0.1392 -0.0457 0.1935
H -1.6356 1.3700 2.0340 0.0354 0.2192 -0.1733
H -2.3646 0.2197 2.6954 -0.1740 -0.1811 -0.0491
O 0.7217 0.0163 -0.6648 0.0030 0.2627 -0.1789
H -0.1204 -0.1031 -0.2256 -0.2071 -0.0479 0.1309
H 1.2427 -0.7398 -0.3943 0.1802 -0.2001 0.0313
O -4.7055 0.6053 -0.9159 0.2414 -0.0801 0.1160
H -5.5428 0.1568 -1.0344 -0.2064 -0.1641 -0.0022
H -4.7889 1.4089 -1.4292 -0.0005 0.2359 -0.1167
O 4.4339 2.5311 -1.7705 0.0364 0.0351 -0.2409
H 4.9486 2.3712 -0.9795 0.2480 -0.1661 0.2301
H 3.5586 2.7458 -1.4479 -0.2535 0.0517 0.0407